ORCA calculation (wB97M-V/def2-TZVPD) on an isolated molecule of C19H17N3O2 in a non-equilibrium geometry.

Last column: Mulliken charge in e.
Geometry (Å):
C: 1.0487 4.1864 1.1291  -0.473
O: 2.0415 4.0482 0.1889  -0.436
C: 1.7892 3.0629 -0.9070  0.063
C: 0.5947 3.4896 -1.8750  -0.737
C: 0.0431 2.2827 -2.6000  -0.626
C: -0.6915 1.5148 -1.5307  -0.589
C: 0.2777 0.9288 -0.5498  0.348
N: 0.1099 -0.3110 -0.0366  -0.270
C: 0.9547 -0.8353 0.8279  0.002
C: 0.5630 -2.1453 1.5553  0.694
C: -0.1239 -1.8574 2.8310  0.132
O: 0.5202 -1.5097 3.8166  -0.645
N: -1.4787 -2.0760 2.7696  -0.053
C: -1.7343 -2.6987 1.5997  -0.364
C: -2.9161 -3.1065 0.9942  -0.689
C: -2.8949 -3.7177 -0.2961  -0.489
C: -1.6244 -3.9950 -1.0009  0.241
C: -1.5852 -4.6634 -2.3037  -0.048
N: -1.5220 -5.0201 -3.4405  -0.511
C: -0.4654 -3.5907 -0.3070  -0.297
C: -0.5315 -2.8553 0.8297  0.061
C: 2.1536 -0.1208 1.1109  -0.560
C: 2.4350 1.0357 0.4708  -0.861
C: 1.4709 1.6865 -0.3310  0.174
H: 1.0362 3.2437 1.8673  0.143
H: 1.2013 5.1259 1.7590  0.270
H: 0.0646 4.1269 0.6810  0.230
H: 2.6884 2.9829 -1.5079  0.483
H: 0.9853 4.3168 -2.5183  0.310
H: -0.1795 4.0874 -1.3130  0.285
H: 0.8123 1.6858 -3.1050  0.328
H: -0.7244 2.7077 -3.3730  0.298
H: -1.3013 0.6617 -2.0570  0.205
H: -1.4173 2.1266 -0.9514  0.313
H: 1.4973 -2.7427 1.5360  0.748
H: -2.0011 -2.1647 3.5509  0.229
H: -3.9070 -2.8645 1.3512  0.398
H: -3.8346 -3.9327 -0.8029  0.444
H: 0.4733 -4.0092 -0.5929  0.462
H: 2.7361 -0.5884 1.9408  0.410
H: 3.4362 1.5040 0.5901  0.384

Its HOMO-LUMO gap is 8.90 eV. Its SMILES is CO[C@@H]1CCCc2nc([C@H]3C(=O)Nc4ccc(C#N)cc43)ccc21. The calculation puts the lowest unoccupied orbital energy at 0.116 eV. The value obtained for the relative energy (zero: lowest compared OMol25 entry of this formula, charge and spin) is 363.6 kJ/mol.

***

ORCA calculation (wB97M-V/def2-TZVPD) on a structure of composition C28H68CrF6N5O14S2V in a non-equilibrium geometry.

Last column: Mulliken charge in e.
Geometry (Å):
Cr: 2.4524 -0.6846 1.7229  0.745
V: -0.3021 2.4599 0.8303  0.662
C: 5.3440 -1.9333 -1.3151  0.665
F: 5.6989 -2.2347 -2.6034  -0.182
F: 5.6191 -2.8983 -0.4427  -0.186
F: 5.8523 -0.8002 -0.9273  -0.180
S: 3.3810 -1.7480 -1.1888  0.448
O: 3.1734 -0.3360 -1.3645  -0.531
O: 2.8282 -2.4529 -2.3416  -0.358
N: 2.9530 -2.2009 0.4649  -0.101
S: 2.9023 -3.7427 0.3282  0.390
O: 3.6167 -4.5225 -0.7422  -0.511
O: 3.1428 -4.3071 1.7162  -0.666
C: 1.0290 -4.1836 0.0728  0.540
F: 0.3041 -3.9497 1.2283  -0.240
F: 0.4178 -3.4375 -0.9024  -0.129
F: 0.9834 -5.5033 -0.2871  -0.214
O: 0.7954 0.3800 0.8041  -0.010
C: -0.1953 -0.5402 0.3281  0.658
C: -1.7642 -0.0397 0.3100  0.116
O: -2.0329 1.3123 0.2041  -0.074
H: 0.0648 -1.4147 0.9245  -0.389
H: 0.0903 -0.8849 -0.6658  0.302
H: -2.1577 -0.3221 1.2864  -0.094
H: -2.4361 -0.6769 -0.2650  -0.212
C: 3.5705 6.5485 -0.7185  -0.744
O: 2.6739 5.4109 -0.5533  -0.287
C: 2.6266 4.5595 -1.7286  -0.858
C: 1.8226 3.3046 -1.4406  -0.327
N: 0.4320 3.6399 -1.0612  0.042
C: -0.5229 3.2490 -2.0667  -0.307
C: -0.6970 4.2828 -3.1269  -0.925
O: -0.9786 5.5600 -2.5660  -0.382
C: -0.9180 6.6776 -3.5051  -0.871
H: 4.4396 6.1889 -1.2694  0.332
H: 3.8111 7.0056 0.2414  0.205
H: 3.0481 7.2251 -1.3948  0.301
H: 3.6624 4.3024 -1.9501  0.601
H: 2.0946 5.0134 -2.5647  0.301
H: 2.3734 2.8201 -0.6344  0.010
H: 1.8874 2.6577 -2.3155  0.280
H: 0.4053 4.6482 -1.1123  0.238
H: -1.4917 3.2730 -1.5676  -0.145
H: -0.3000 2.2830 -2.5197  0.762
H: -1.5760 4.0357 -3.7221  0.568
H: 0.2174 4.3136 -3.7195  0.393
H: -0.6538 7.5473 -2.9036  0.285
H: -1.8212 6.8535 -4.0894  0.307
H: -0.1628 6.5760 -4.2845  0.352
C: 2.8205 -3.9153 -6.0477  -0.450
O: 1.8017 -3.0671 -6.6722  -0.387
C: 0.5257 -3.0855 -6.0929  -0.607
C: 0.5268 -2.8169 -4.5899  -0.521
N: -0.8010 -2.5760 -4.0189  -0.256
C: -1.5944 -3.7775 -4.0701  -0.619
C: -2.9003 -3.5978 -3.2794  -0.705
O: -2.7678 -3.6907 -1.8922  -0.203
C: -3.9346 -3.0994 -1.2667  -0.423
H: 3.8107 -3.8334 -6.4959  0.298
H: 2.5176 -4.9607 -6.1053  0.306
H: 3.1195 -3.6518 -5.0331  0.002
H: 0.0878 -4.0803 -6.1739  0.443
H: 0.0211 -2.2679 -6.6077  0.263
H: 1.0415 -1.8590 -4.5158  0.348
H: 1.0320 -3.5342 -3.9430  0.381
H: -0.6906 -2.2341 -3.0750  0.146
H: -0.9939 -4.6156 -3.7163  0.393
H: -1.9101 -3.9853 -5.0925  0.415
H: -3.6428 -4.3715 -3.4746  0.437
H: -3.2420 -2.6480 -3.6907  0.294
H: -3.8557 -3.4409 -0.2345  0.256
H: -4.8862 -3.3747 -1.7213  0.397
H: -3.9483 -2.0096 -1.2521  -0.172
C: 0.5382 2.5383 5.1641  -1.715
C: 0.0393 1.3848 4.2545  1.149
C: -0.9603 0.3406 4.8636  -1.067
O: -1.1187 -0.7293 3.9111  -0.021
C: -2.2746 -1.5124 4.1240  -0.835
N: -0.6093 1.9452 3.0775  0.651
H: 1.0076 2.0671 6.0277  0.434
H: -0.1820 3.1784 5.6737  0.407
H: 1.3650 3.0747 4.6986  0.407
H: 0.8633 0.7931 3.8558  -0.791
H: -1.9519 0.7484 5.0599  0.240
H: -0.4967 -0.0017 5.7888  0.614
H: -3.1380 -0.8740 3.9366  0.133
H: -2.2352 -1.9349 5.1280  0.341
H: -2.3000 -2.2200 3.2953  0.229
H: -1.2962 2.6371 3.3410  0.308
H: -1.2080 1.1549 2.8848  -0.450
C: 1.4998 -2.8266 5.4763  -1.668
C: 2.1833 -1.9407 4.3926  0.401
C: 3.6496 -2.4068 4.1510  -1.099
O: 4.0853 -1.6817 2.9596  0.138
C: 5.5468 -1.8866 2.7079  -0.972
N: 1.3876 -2.0314 3.1859  0.503
H: 1.3349 -3.8784 5.2425  0.365
H: 0.4685 -2.5192 5.6493  0.310
H: 2.1170 -2.6718 6.3613  0.471
H: 2.2053 -0.9109 4.7491  0.234
H: 3.8392 -3.4658 3.9757  0.384
H: 4.2295 -1.9914 4.9752  0.654
H: 5.8936 -1.0815 2.0600  0.321
H: 5.8033 -2.7568 2.1036  0.265
H: 6.1648 -1.9931 3.5994  0.358
H: 1.3726 -3.0224 2.9913  0.358
H: 0.4190 -1.8241 3.3831  -0.278
C: -4.9439 0.6649 -2.2758  -0.844
C: -5.0900 2.1265 -1.9076  -0.249
O: -3.8837 2.8152 -1.9724  -0.472
H: -5.8990 0.2327 -2.5744  0.467
H: -4.8540 0.0248 -1.3982  0.040
H: -4.1308 0.4380 -2.9653  0.323
H: -5.5800 2.2531 -0.9422  0.168
H: -5.6914 2.6469 -2.6530  0.289
H: -3.1842 2.4242 -1.4439  0.099
C: -5.5325 2.7055 3.3488  -1.364
C: -4.4367 1.6383 3.1816  0.110
O: -3.3453 2.3783 2.5930  -0.481
H: -5.1335 3.6367 3.7511  0.297
H: -6.4993 2.4366 3.7745  0.397
H: -5.8064 3.0901 2.3664  0.289
H: -4.7530 0.8008 2.5598  0.322
H: -4.2436 1.2402 4.1777  0.182
H: -3.0752 1.9247 1.7911  0.036

Its HOMO-LUMO gap (alpha / beta) is 6.41 / 6.51 eV. As for the multiplicity: 8. Its total charge is +1. The calculation puts the lowest unoccupied orbital energy (alpha / beta) at -3.611 / -3.503 eV.

***

ORCA calculation (wB97M-V/def2-TZVPD) on a cluster of 2 separate species, C5H14 in total in a non-equilibrium geometry.

Last column: Mulliken charge in e.
Geometry (Å):
C: -0.9905 -0.9069 -0.8441  -0.928
C: -1.8792 -1.1153 0.4254  -0.326
C: -1.1061 -1.7326 1.5787  -1.038
H: 0.0389 -0.7381 -0.5444  0.144
H: -1.0032 -1.8574 -1.3801  0.362
H: -1.3320 -0.0500 -1.4095  0.271
H: -2.6546 -1.8030 0.0941  0.345
H: -2.3355 -0.1734 0.7274  0.289
H: -0.0416 -1.5003 1.5639  0.278
H: -1.1842 -2.8247 1.5685  0.307
H: -1.4428 -1.3678 2.5470  0.295
C: 1.8282 1.8539 -1.2938  -0.895
C: 1.6715 1.6129 0.2147  -0.535
H: 2.1549 2.8772 -1.4550  0.344
H: 2.5344 1.1888 -1.7751  0.282
H: 0.8668 1.8288 -1.8070  0.253
H: 2.6090 1.2487 0.6390  0.240
H: 1.4083 2.5363 0.7252  0.315
H: 0.8576 0.9229 0.4253  -0.003

Its HOMO-LUMO gap is 12.56 eV. Its SMILES is CCC.CC. The calculation puts the lowest unoccupied orbital energy at 1.161 eV. The value obtained for the relative energy (zero: lowest compared OMol25 entry of this formula, charge and spin) is 32.5 kJ/mol.

***

ORCA calculation (wB97M-V/def2-TZVPD) on the ion C3H7NO3P with charge -1 in a non-equilibrium geometry.

Last column: Mulliken charge in e.
Geometry (Å):
H: -0.9852 -2.7937 0.6084  0.231
N: -1.7854 -2.1580 0.6494  -0.753
C: -1.4856 -0.9543 0.8410  0.113
C: -0.1350 -0.3502 1.0609  -0.350
C: -0.0210 1.0350 0.4147  -0.669
O: -0.1481 0.9749 -0.9645  -0.345
P: 1.2867 0.7549 -1.8118  0.669
O: 2.3922 1.3510 -1.0122  -0.706
O: 1.0264 1.1411 -3.2106  -0.721
H: -2.3181 -0.2548 0.8691  0.365
H: 0.0305 -0.2487 2.1400  0.297
H: 0.6435 -0.9979 0.6502  0.200
H: -0.8161 1.6905 0.8013  0.362
H: 0.9582 1.4648 0.6691  0.380
H: 1.3570 -0.6546 -1.7050  -0.073

Its HOMO-LUMO gap is 9.15 eV. Its SMILES is [H]/N=C\CCO[P@H](=O)[O-]. Its total charge is -1. The calculation puts the lowest unoccupied orbital energy at 3.846 eV. The value obtained for the relative energy (zero: lowest compared OMol25 entry of this formula, charge and spin) is 5.3 kJ/mol.

***

ORCA calculation (wB97M-V/def2-TZVPD) on a structure of composition C20H36IMoN5OP2S in a non-equilibrium geometry.

Last column: Mulliken charge in e.
Geometry (Å):
Mo: 0.1595 0.5062 -0.2330  0.009
C: -2.2248 -1.7549 1.8870  -1.095
P: -0.6602 -1.7236 0.9715  1.302
C: -0.8311 -3.0690 -0.2414  -1.304
C: 0.6123 -2.2808 2.1336  0.260
C: 0.6119 -3.5714 2.6600  -0.803
C: 1.6476 -3.9871 3.4803  -0.853
C: 2.6893 -3.1167 3.7768  -0.728
C: 2.6797 -1.8245 3.2795  -0.761
C: 1.6370 -1.3958 2.4602  0.215
P: 1.4788 0.3257 1.8989  2.200
C: 3.1704 0.9792 1.9255  -1.611
C: 0.6785 1.1770 3.3104  -1.363
H: -2.4402 -2.7692 2.2228  0.443
H: -3.0302 -1.4037 1.2428  0.153
H: -2.1587 -1.1015 2.7560  0.400
H: -0.9771 -4.0268 0.2536  0.490
H: 0.0576 -3.1282 -0.8649  0.346
H: -1.6971 -2.8701 -0.8763  0.316
H: -0.1901 -4.2633 2.4279  0.335
H: 1.6489 -4.9915 3.8820  0.434
H: 3.5084 -3.4451 4.4048  0.436
H: 3.4919 -1.1568 3.5371  0.364
H: 3.5343 1.0539 2.9480  0.564
H: 3.1828 1.9741 1.4831  0.367
H: 3.8254 0.3299 1.3511  0.449
H: 0.8769 0.6431 4.2365  0.461
H: -0.3963 1.2429 3.1547  0.328
H: 1.0670 2.1913 3.4007  0.387
C: 2.3579 0.3335 -3.5322  -1.940
C: 2.7002 0.8200 -2.1249  1.574
C: 3.8145 -0.0296 -1.5234  -1.416
C: 3.1025 2.2940 -2.1618  -1.384
N: 1.4850 0.7021 -1.2842  -0.395
H: 3.1897 0.5458 -4.2071  0.498
H: 1.4797 0.8564 -3.9194  0.410
H: 2.1968 -0.7501 -3.5435  0.366
H: 4.6429 -0.0972 -2.2300  0.484
H: 3.4642 -1.0412 -1.3114  0.348
H: 4.1941 0.4190 -0.6062  0.247
H: 4.0191 2.4141 -2.7433  0.429
H: 3.2966 2.6568 -1.1496  0.266
H: 2.3187 2.9041 -2.6145  0.330
C: -5.9630 -0.9006 -0.6396  -1.140
C: -5.1775 0.3922 -0.8805  -0.655
C: -3.8001 0.1424 -1.4121  0.399
N: -2.7143 0.4373 -0.7946  -0.562
N: -1.5701 0.0789 -1.5102  0.743
C: -1.8353 -0.5050 -2.6521  0.125
N: -0.8991 -0.9895 -3.4858  -0.348
S: -3.5251 -0.6239 -2.9557  -0.161
H: -6.9399 -0.6688 -0.2201  0.389
H: -5.4401 -1.5567 0.0598  0.260
H: -6.1256 -1.4528 -1.5666  0.382
H: -5.0600 0.9571 0.0449  0.270
H: -5.7147 1.0323 -1.5847  0.437
H: 0.0567 -0.7146 -3.3468  -0.045
H: -1.1524 -1.3266 -4.3979  0.253
N: 0.0480 4.6274 0.1090  -0.290
C: -0.6399 3.5245 -0.0906  0.499
O: -0.2896 2.4551 0.4921  -0.490
C: -1.8758 3.5987 -0.9313  -0.795
I: -1.3304 3.5613 -2.9905  0.118
H: 0.8871 4.6050 0.6662  0.248
H: -0.2285 5.5009 -0.3108  0.226
H: -2.4276 4.5206 -0.7782  0.562
H: -2.4970 2.7337 -0.7419  0.016

Its HOMO-LUMO gap is 6.94 eV. Its total charge is +2. The calculation puts the lowest unoccupied orbital energy at -6.004 eV. The value obtained for the relative energy (zero: lowest compared OMol25 entry of this formula, charge and spin) is 113.8 kJ/mol.

***

ORCA calculation (wB97M-V/def2-TZVPD) on a structure of composition C4H8Cl2Si in a non-equilibrium geometry.

Last column: Mulliken charge in e.
Geometry (Å):
C: -0.0755 0.8017 2.1360  -1.098
C: 0.6883 0.8478 0.9622  0.044
C: 1.5768 -0.1315 0.6482  -0.810
C: -0.6503 -1.1590 -0.6818  0.183
Si: -0.6644 0.0890 -1.9909  0.469
Cl: -0.4254 -2.8592 -0.7888  -0.148
Cl: -1.8422 -0.6820 0.4830  -0.122
H: -0.7747 1.5015 2.3846  0.419
H: 0.0929 -0.0650 2.7742  0.286
H: 0.4507 1.6671 0.2990  0.464
H: 1.5249 -1.0784 1.2014  0.322
H: 2.1676 0.0348 -0.2327  0.381
H: -2.0659 0.2837 -2.3010  -0.146
H: -0.1728 -0.5493 -3.2469  -0.132
H: 0.1700 1.2989 -1.6464  -0.111

Its HOMO-LUMO gap (alpha / beta) is 7.21 / 8.07 eV. The calculation puts the lowest unoccupied orbital energy (alpha / beta) at -0.605 / -0.247 eV. The value obtained for the relative energy (zero: lowest compared OMol25 entry of this formula, charge and spin) is 697.3 kJ/mol.

***

ORCA calculation (wB97M-V/def2-TZVPD) on a cluster of 8 separate species, C14H44O15 in total in a non-equilibrium geometry.

Last column: Mulliken charge in e.
Geometry (Å):
O: -10.7955 31.3518 -8.1551  -0.504
C: -11.5601 31.4597 -6.9613  -0.219
C: -12.7911 30.4807 -7.0202  -0.327
O: -13.5507 30.5728 -5.7766  -0.577
H: -9.8835 31.6602 -7.9891  0.019
H: -10.8983 31.3363 -6.0348  0.209
H: -11.8980 32.4675 -6.8976  0.524
H: -12.2705 29.5534 -7.1406  0.019
H: -13.4004 30.5353 -7.9323  0.371
H: -14.4923 30.3079 -5.9290  0.353
O: -8.6247 27.1966 -11.6059  -0.602
C: -7.3306 27.5307 -12.0469  -0.044
C: -6.4036 26.4329 -11.4246  0.011
O: -5.1306 26.8005 -11.8957  -0.595
H: -9.0617 28.0268 -11.3303  0.107
H: -7.2853 27.4825 -13.1457  0.188
H: -7.0767 28.4564 -11.6780  0.281
H: -6.8147 25.4920 -11.8264  0.407
H: -6.3081 26.4572 -10.3938  -0.302
H: -4.7790 27.5221 -11.3384  0.328
O: -5.5179 32.6812 -5.6370  -0.540
C: -6.0768 32.2280 -6.8200  -0.400
C: -7.5702 32.5561 -6.9729  -0.095
O: -8.0803 32.1165 -8.2506  -0.527
H: -6.2227 32.6084 -4.9804  0.329
H: -5.4534 32.6128 -7.6645  0.372
H: -5.9471 31.1695 -6.8678  0.261
H: -7.8505 33.6223 -6.8851  0.250
H: -8.2282 31.9877 -6.3048  0.071
H: -7.3747 32.0086 -8.8491  0.220
O: -9.1513 29.9466 -3.7500  -0.527
C: -9.8305 29.1805 -4.6456  -0.963
C: -9.0674 29.1534 -5.9683  1.501
O: -9.8845 28.3895 -6.8855  -0.605
H: -8.4376 29.3875 -3.5435  0.378
H: -10.0513 28.1401 -4.2714  0.293
H: -10.8488 29.4784 -4.8755  0.360
H: -7.9764 28.9162 -5.8903  0.298
H: -9.1110 30.1747 -6.3113  -1.319
H: -9.6905 28.5959 -7.7824  0.195
O: -6.5377 25.1087 -7.5450  -0.554
C: -6.9647 26.4826 -7.7049  -0.351
C: -5.7272 27.3675 -7.9119  -0.489
O: -6.0351 28.6718 -8.4860  -0.592
H: -6.0661 24.9842 -8.3646  0.369
H: -7.6713 26.5781 -8.5145  0.272
H: -7.4786 26.8508 -6.8310  0.159
H: -5.0854 26.9981 -8.6667  0.494
H: -4.9931 27.3754 -7.0741  0.300
H: -5.2624 29.1551 -8.7858  0.231
O: -11.4507 30.8803 -10.5947  -0.691
C: -12.3645 29.7927 -10.5908  -0.505
C: -11.8261 28.4855 -10.0316  1.080
O: -12.8685 27.5768 -10.1242  -0.617
H: -11.2092 31.0227 -9.7027  0.489
H: -13.2519 30.2590 -10.1258  0.417
H: -12.5667 29.6586 -11.6588  0.255
H: -11.6400 28.4980 -8.9511  -0.331
H: -10.9642 28.0878 -10.5114  -0.358
H: -13.4787 27.7611 -9.4787  0.365
O: -9.1436 30.0808 -11.8557  -0.468
C: -9.1546 30.1667 -13.2692  -0.602
C: -10.4298 29.6476 -13.9662  -0.369
O: -10.2192 29.6220 -15.3042  -0.554
H: -10.0087 30.3363 -11.6024  0.227
H: -9.0281 31.2124 -13.5130  0.272
H: -8.3274 29.5752 -13.5836  0.501
H: -11.2765 30.2877 -13.7373  0.293
H: -10.7834 28.6951 -13.5924  0.262
H: -9.4540 29.0389 -15.4549  0.351
O: -8.6698 29.0119 -9.2731  1.038
H: -8.6836 29.8120 -9.7977  -0.003
H: -7.7321 29.0049 -8.9642  -0.094

Its HOMO-LUMO gap is 9.30 eV. Its SMILES is OCCO.OCCO.OCCO.OCCO.OCCO.OCCO.OCCO.O. The calculation puts the lowest unoccupied orbital energy at -0.254 eV. The value obtained for the relative energy (zero: lowest compared OMol25 entry of this formula, charge and spin) is 249.1 kJ/mol.

***

Calculated electronic energy in order - -1048.91122; -5818.31733; -198.87679; -740.47639; -2579.09131; -1366.91665; -1688.20127 Eh